{
  "formula": "C36H39As2BF4N6O17S3Sn",
  "method": "wB97M-V/def2-TZVPD",
  "relative_energy_kcal_mol": 0.0,
  "max_force_ev_per_a": 3.483,
  "multiplicity": 1,
  "lumo_energy_ha": [-0.122, -0.122],
  "gap_ev": [2.505, 2.504],
  "total_charge": 0,
  "homo_energy_ha": [-0.21396, -0.21393],
  "species": ["Sn", "O", "C", "O", "C", "C", "C", "C", "C", "C", "S", "H", "H", "H", "H", "C", "O", "C", "O", "C", "C", "As", "C", "C", "C", "As", "C", "C", "O", "O", "C", "C", "O", "O", "C", "C", "O", "O", "C", "H", "H", "H", "H", "H", "H", "H", "H", "H", "H", "H", "H", "H", "H", "H", "H", "H", "H", "F", "B", "F", "F", "F", "S", "C", "N", "C", "C", "S", "H", "H", "H", "H", "H", "N", "C", "N", "C", "C", "C", "C", "C", "H", "H", "H", "H", "H", "H", "H", "H", "H", "H", "O", "N", "O", "C", "C", "C", "C", "O", "C", "C", "N", "O", "O", "N", "O", "O", "H", "H"],
  "coordinates": [[1.684023, 1.574369, -2.089737], [-1.886018, 0.146075, -1.260120], [-3.029487, 0.536908, -1.533351], [-4.102783, 0.141400, -0.764029], [-3.521984, 1.498034, -2.545670], [-4.806640, 1.225353, -3.107096], [-5.426431, 2.095894, -4.006543], [-4.762026, 3.251172, -4.382921], [-3.521908, 3.492750, -3.880950], [-2.862693, 2.675539, -2.869233], [-1.446196, 3.313040, -2.183006], [-5.378356, 0.319528, -2.679547], [-6.411765, 1.929385, -4.482699], [-5.141044, 3.916023, -5.178853], [-3.028068, 4.500059, -4.032483], [-0.385945, 2.182140, 4.641999], [0.267167, 1.078688, 5.345464], [-0.402006, -0.043533, 5.600880], [-0.203442, -0.657095, 6.625479], [-1.442749, -0.514677, 4.664119], [-2.771050, -0.781830, 4.879305], [-3.631997, -1.651738, 3.212803], [-5.493332, -1.085260, 3.796769], [-3.986374, -0.387395, 1.607399], [-3.885614, -0.766349, 0.266175], [-1.049129, -0.633077, 2.675404], [-0.490520, -2.527608, 2.916478], [-3.610255, -2.203117, -0.147648], [-3.107857, -3.047250, 0.560926], [-4.165394, -2.427624, -1.344351], [-4.522321, -3.795382, -1.546658], [-4.200493, 1.036791, 1.926228], [-3.288100, 1.813910, 2.128705], [-5.506259, 1.439717, 1.855380], [-5.779336, 2.746340, 1.134971], [-3.473695, -0.587571, 6.204748], [-4.223988, -1.359578, 6.743378], [-3.027143, 0.586513, 6.663280], [-3.578809, 1.110339, 7.895073], [0.065626, 2.212773, 3.672952], [-0.135370, 3.095208, 5.246426], [-1.524765, 2.181579, 4.647626], [-5.728306, -1.779991, 4.656943], [-6.100566, -1.252221, 2.921683], [-5.586714, -0.025136, 4.062569], [0.574573, -2.475763, 2.606016], [-1.065757, -3.089730, 2.201714], [-0.625371, -2.985318, 3.901840], [-4.957663, -4.131661, -0.631984], [-3.666056, -4.392831, -1.763881], [-5.105853, -3.785304, -2.438064], [-6.459818, 3.367995, 1.803731], [-6.275060, 2.568558, 0.152673], [-4.839193, 3.306163, 0.999480], [-2.884323, 1.976002, 8.210577], [-3.479142, 0.353553, 8.673101], [-4.649329, 1.463030, 7.725313], [1.193019, -0.999611, 1.354242], [1.942796, 0.238369, 1.501932], [1.293269, 1.073060, 2.433955], [3.205494, -0.096018, 1.866568], [1.815607, 0.931997, 0.218477], [1.182392, 6.958950, -1.734460], [2.597850, 6.517389, -1.015501], [3.485712, 5.561967, -1.456209], [4.825518, 5.546985, -0.817512], [4.809801, 6.593508, 0.330957], [3.225856, 7.433209, 0.326550], [3.143088, 4.791356, -2.036984], [5.689795, 5.827472, -1.385310], [5.037993, 4.481702, -0.501551], [5.686353, 7.273277, 0.140270], [4.855736, 6.082574, 1.307134], [1.340314, -0.655905, -2.173029], [1.349480, -1.832602, -2.177998], [1.498597, -3.133459, -2.211445], [1.747115, -3.749457, -3.525239], [1.849062, -5.249816, -3.321295], [3.089495, -5.560395, -2.425627], [3.064698, -4.674033, -1.138121], [1.823785, -3.796812, -0.963422], [2.785768, -3.448930, -3.931866], [0.979735, -3.445267, -4.276050], [1.901234, -5.707912, -4.303413], [0.889377, -5.541836, -2.854668], [4.058734, -5.416764, -2.979741], [3.065819, -6.671309, -2.222892], [3.972116, -4.058476, -1.073255], [3.075629, -5.362581, -0.272424], [1.935035, -2.944829, -0.330305], [0.976002, -4.349504, -0.569509], [7.525598, -3.297361, -2.811224], [6.389740, -3.037954, -3.170479], [5.532094, -3.891765, -3.434862], [5.991214, -1.647547, -3.060683], [6.534506, -0.774362, -2.083373], [5.804674, 0.363237, -1.878488], [4.536726, 0.703444, -2.484048], [3.719001, 1.578270, -1.932671], [4.272312, -0.126133, -3.556533], [4.933717, -1.333974, -3.852702], [3.036052, 0.021999, -4.281246], [2.361073, 1.129014, -4.153821], [2.709507, -0.789885, -5.116466], [6.250346, 1.322684, -0.834323], [6.989995, 0.793436, 0.017799], [6.028537, 2.536980, -0.993639], [7.383784, -0.951566, -1.410330], [4.651921, -1.962612, -4.703923]],
  "atomic_forces_ev_per_a": [[-2.9, 1.8, 0.9], [-2.6, 0.5, -0.6], [2.8, 0.2, 0.2], [-0.8, -1.0, 1.8], [-1.1, -1.2, -0.1], [-1.4, -0.7, 0.6], [-0.8, -1.3, 0.1], [0.8, 0.5, -1.0], [1.2, 1.6, 1.2], [-0.1, 1.3, -1.3], [0.7, -0.2, 0.4], [1.0, 1.5, -1.1], [0.6, -0.4, 0.7], [-0.1, -0.3, 0.7], [-0.5, -1.5, -0.2], [-0.8, 0.9, 1.3], [-0.7, 0.2, -0.2], [-0.4, 0.2, 2.0], [0.2, -0.1, -0.8], [-1.8, 0.4, -1.2], [2.1, 0.3, -1.8], [-2.1, 0.4, 0.6], [0.2, -1.3, 1.1], [1.3, -1.0, -1.9], [0.6, 0.8, 2.0], [0.5, -0.8, 1.0], [0.4, 0.4, -0.2], [-0.4, 0.5, 0.2], [-0.2, 0.5, -0.4], [0.4, 0.3, 0.6], [0.7, 0.5, -0.3], [-0.1, 2.4, -0.8], [-0.6, -1.1, 0.2], [0.2, 0.5, -1.2], [-0.2, 0.4, 1.2], [0.7, -0.1, -0.1], [0.2, 0.6, -0.4], [-0.6, 0.5, 0.4], [0.4, 1.2, 0.3], [-0.2, 0.4, -0.6], [0.1, -0.9, -0.7], [1.4, -0.7, -0.2], [0.0, 1.0, -1.0], [-0.3, -0.3, -0.1], [0.4, -0.3, 0.1], [-0.7, -0.3, 0.3], [0.0, -0.3, -0.6], [0.0, 0.5, -0.1], [-0.8, -0.6, 0.2], [0.8, -0.4, 0.0], [-0.9, -0.1, -0.2], [0.9, -1.0, -0.8], [0.5, -0.3, 0.9], [-0.3, -0.5, 0.0], [-1.3, -1.3, -0.8], [-0.4, 0.0, -0.1], [1.5, -0.5, 0.4], [0.0, 0.8, 0.0], [-0.8, 0.1, -0.4], [0.0, -0.8, -0.1], [0.3, 0.3, -0.3], [0.6, -0.6, 0.7], [0.1, -0.6, 0.3], [0.3, -0.1, -1.3], [0.3, 0.7, 0.6], [-1.0, -1.6, 1.0], [0.9, -0.7, 0.4], [0.0, 0.2, -0.2], [0.3, 0.8, 0.3], [-0.1, 0.1, -1.4], [-0.3, 1.3, 0.1], [-1.1, -0.5, 0.7], [0.5, 0.4, -0.4], [-0.1, -2.7, 0.0], [0.6, 1.8, -0.2], [-0.8, 1.2, -1.3], [1.5, 0.1, -1.3], [-0.1, 0.4, 0.5], [-0.3, -0.8, -0.6], [0.3, -0.8, 0.7], [0.1, -0.4, -0.3], [-1.5, 0.0, 0.6], [0.5, -0.2, 0.8], [0.1, -0.3, 0.0], [0.5, -0.4, -0.1], [-1.2, 0.1, 0.4], [0.0, 1.2, 0.2], [-0.2, -0.1, -0.1], [0.2, 0.5, -0.2], [0.6, 0.1, 1.2], [-0.2, -0.3, -0.2], [-0.4, 0.0, -0.5], [0.9, -1.2, 1.3], [0.9, 1.3, -0.3], [0.0, -0.4, -0.1], [-0.8, 0.0, -0.1], [-0.8, 1.6, 0.5], [0.1, 0.7, 1.8], [2.9, -1.7, -0.9], [-1.6, -1.3, -1.4], [0.1, 1.2, 0.2], [-1.1, 2.1, -1.8], [1.5, -2.5, -0.7], [0.1, 0.4, 0.9], [2.0, 0.3, 0.2], [-1.5, 1.6, -0.9], [0.5, -2.7, 0.6], [-0.4, -0.3, -0.6], [-0.2, 0.2, 0.7]]
}

=====

{
  "formula": "C36H39BrF5N4O4RuSSi",
  "method": "wB97M-V/def2-TZVPD",
  "relative_energy_kcal_mol": 0.0,
  "max_force_ev_per_a": 0.530,
  "multiplicity": 2,
  "lumo_energy_ha": [-0.053, -0.071],
  "gap_ev": [6.329, 5.839],
  "total_charge": 0,
  "homo_energy_ha": [-0.28518, -0.28516],
  "species": ["Ru", "O", "C", "O", "C", "C", "C", "N", "C", "C", "C", "O", "O", "H", "H", "H", "C", "C", "N", "C", "C", "C", "C", "C", "C", "C", "C", "N", "C", "N", "H", "H", "H", "H", "H", "H", "H", "H", "H", "F", "C", "C", "F", "C", "F", "C", "S", "C", "F", "C", "F", "C", "C", "C", "C", "Si", "Br", "C", "C", "C", "C", "C", "C", "C", "C", "H", "H", "H", "H", "H", "H", "H", "H", "H", "H", "H", "H", "H", "H", "H", "H", "H", "H", "H", "H", "H", "H", "H", "H", "H", "H", "H"],
  "coordinates": [[0.363585, -1.043724, -0.377029], [-5.654132, 1.283369, 2.595497], [-4.746145, 0.561651, 3.033029], [-4.496293, 0.123743, 4.169428], [-3.697036, 0.156733, 1.997763], [-3.196627, 1.089474, 1.095877], [-2.140596, 0.761355, 0.274567], [-1.584621, -0.456422, 0.281714], [-2.141355, -1.395396, 1.075384], [-3.167675, -1.133481, 1.945893], [-1.497182, -2.738055, 0.925714], [-2.008750, -3.785396, 1.199277], [-0.244105, -2.648697, 0.450672], [-3.641654, 2.075150, 1.064268], [-1.717304, 1.484985, -0.407838], [-3.537238, -1.910493, 2.601299], [-1.738646, -3.027227, -3.440012], [-0.890328, -2.721899, -2.393712], [-0.599719, -1.450602, -2.089231], [-1.139821, -0.459981, -2.804961], [-2.033210, -0.681340, -3.838103], [-2.320662, -2.004342, -4.162977], [-2.580814, 0.484273, -4.553105], [-3.824236, 0.691458, -4.988452], [-5.028534, -0.133289, -4.784783], [-6.163481, 0.100762, -5.551825], [-7.269938, -0.692879, -5.299522], [-7.274673, -1.627895, -4.356477], [-6.147530, -1.756627, -3.663350], [-5.026899, -1.068717, -3.829747], [-1.939639, -4.063084, -3.671876], [-0.431411, -3.485271, -1.782009], [-0.840990, 0.543812, -2.530968], [-2.981470, -2.224609, -4.988840], [-1.864724, 1.280504, -4.730766], [-4.001613, 1.609138, -5.538162], [-6.181499, 0.867494, -6.313852], [-8.184324, -0.572934, -5.869669], [-6.143924, -2.502844, -2.876683], [2.793633, -5.818052, -5.087515], [2.684242, -4.824018, -4.213580], [3.176795, -4.969625, -2.927140], [3.759316, -6.110222, -2.567115], [3.055265, -3.927811, -2.024293], [3.536509, -4.110241, -0.796507], [2.449462, -2.722123, -2.368385], [2.432507, -1.401463, -1.198053], [1.979246, -2.603775, -3.669470], [1.430314, -1.457140, -4.090508], [2.084230, -3.633707, -4.586840], [1.621725, -3.481107, -5.827511], [-0.358287, 1.647948, 3.664961], [0.964184, 0.876944, 3.525393], [1.632540, 0.808189, 4.912212], [0.619364, -0.556681, 3.097305], [2.145673, 1.752539, 2.300064], [1.007919, 1.475144, 0.226386], [3.858972, 0.932396, 2.083341], [4.818354, 1.478756, 3.157849], [3.773701, -0.590608, 2.263771], [4.478588, 1.196924, 0.702732], [2.166739, 3.669332, 2.378523], [2.553631, 4.110855, 3.801407], [3.195785, 4.240002, 1.390096], [0.817794, 4.323318, 2.037113], [-1.048139, 1.068846, 4.284939], [-0.851954, 1.812125, 2.704815], [-0.217776, 2.612043, 4.153272], [0.952017, 0.307880, 5.606782], [1.847788, 1.795842, 5.321452], [2.561906, 0.236778, 4.898100], [-0.235439, -0.907177, 3.682479], [1.433778, -1.260538, 3.247073], [0.305324, -0.608459, 2.051310], [4.420123, 1.388013, 4.170564], [5.078238, 2.523371, 2.986474], [5.746470, 0.900989, 3.119668], [3.558278, -0.871389, 3.294550], [4.740400, -1.027769, 1.997496], [3.030683, -1.057158, 1.615902], [4.628538, 2.254026, 0.497953], [3.880685, 0.775694, -0.104041], [5.458191, 0.710353, 0.667868], [3.503418, 3.693903, 4.136608], [1.787623, 3.843628, 4.530476], [2.650429, 5.200578, 3.816737], [4.219942, 3.988365, 1.662671], [3.116493, 5.330961, 1.398303], [3.017732, 3.905200, 0.366390], [0.023925, 4.062782, 2.731085], [0.479965, 4.077955, 1.030293], [0.948373, 5.408686, 2.080115]],
  "atomic_forces_ev_per_a": [[-0.2, 0.4, -0.1], [0.1, 0.0, -0.1], [-0.3, 0.1, 0.3], [0.1, -0.1, -0.1], [0.2, -0.1, -0.1], [-0.1, 0.0, -0.1], [0.0, -0.1, -0.1], [0.0, 0.1, 0.5], [0.0, 0.0, -0.2], [-0.1, 0.0, 0.0], [0.1, 0.0, 0.0], [0.0, 0.0, 0.1], [-0.1, -0.4, 0.0], [0.0, 0.0, 0.0], [0.0, 0.0, 0.0], [0.0, 0.0, 0.0], [0.0, 0.0, -0.1], [0.0, 0.0, -0.1], [-0.2, -0.3, 0.1], [0.0, 0.0, -0.1], [0.1, 0.0, 0.1], [0.1, 0.0, -0.1], [0.0, 0.0, 0.0], [0.0, 0.0, 0.0], [0.0, 0.0, 0.0], [0.0, 0.0, 0.0], [0.0, 0.0, 0.0], [0.0, 0.0, 0.0], [0.0, 0.0, 0.0], [0.0, 0.0, 0.0], [0.0, 0.0, 0.0], [0.0, 0.0, 0.0], [0.0, 0.0, 0.0], [0.0, 0.0, 0.0], [0.0, 0.0, 0.0], [0.0, 0.0, 0.0], [0.0, 0.0, 0.0], [0.0, 0.0, 0.0], [0.0, 0.0, 0.0], [0.0, 0.0, 0.0], [0.0, 0.0, 0.0], [0.0, 0.0, 0.0], [0.0, 0.0, 0.0], [-0.1, -0.1, 0.0], [0.0, 0.0, 0.0], [0.0, -0.1, 0.0], [0.2, 0.2, 0.0], [0.1, 0.1, -0.1], [0.0, 0.0, 0.0], [0.0, 0.0, 0.0], [0.0, 0.0, 0.0], [0.0, 0.0, 0.0], [0.1, 0.1, 0.0], [0.0, 0.0, 0.0], [0.0, 0.0, 0.0], [-0.2, 0.0, 0.0], [0.4, 0.1, -0.2], [0.0, 0.0, 0.0], [0.0, 0.0, 0.0], [0.0, 0.0, 0.0], [0.0, 0.0, 0.0], [0.0, -0.1, 0.0], [0.0, 0.0, 0.0], [0.0, 0.0, 0.0], [0.0, 0.0, 0.0], [0.0, 0.0, 0.0], [0.0, 0.0, 0.0], [0.0, 0.0, 0.0], [0.0, 0.0, 0.0], [0.0, 0.0, 0.0], [0.0, 0.0, 0.0], [0.0, 0.0, 0.0], [0.0, 0.0, 0.0], [0.0, 0.0, 0.0], [0.0, 0.0, 0.0], [0.0, 0.0, 0.0], [0.0, 0.0, 0.0], [0.0, 0.0, 0.0], [0.0, 0.0, 0.0], [0.0, 0.0, 0.0], [0.0, 0.0, 0.0], [0.0, 0.0, 0.0], [0.0, 0.0, 0.0], [0.0, 0.0, 0.0], [0.0, 0.0, 0.0], [0.0, 0.0, 0.0], [0.0, 0.0, 0.0], [0.0, 0.0, 0.0], [0.0, 0.0, 0.0], [0.0, 0.0, 0.0], [0.0, 0.0, 0.0], [0.0, 0.0, 0.0]]
}